DFT (the ωB97M-V functional and the def2-TZVPD basis) results for a structure of composition C33H31F6N5NiO5S3.

Geometry as ORCA input:
```
! RIJCOSX wB97M-V def2-TZVPD def2/J DEFGRID3
* xyz 0 3
Ni 0.53369 0.96941 0.95266
F 1.40742 2.06950 4.84845
C 0.98225 2.89768 3.89493
F 0.77728 4.09288 4.43045
F -0.17365 2.44071 3.41819
S 2.23725 2.96534 2.54761
O 2.23488 1.58228 2.05593
O 3.42000 3.45344 3.16786
N 1.62317 3.98539 1.52438
S 0.72645 3.53123 0.31177
O -0.64717 3.26040 0.64177
O 1.35277 2.52858 -0.54997
C 0.72956 5.09129 -0.65830
F 0.15148 6.06465 0.03263
F 0.03871 4.87154 -1.77190
F 1.96783 5.44741 -0.97160
C -0.24723 -4.69542 4.18048
N -0.33516 -3.81428 3.01743
N 0.48018 -2.68342 3.07004
C -0.19359 -1.61114 2.50564
O 0.35154 -0.52438 2.30597
C -1.51749 -2.08350 2.21522
C -1.56316 -3.39032 2.56536
C -2.71818 -4.32783 2.56090
C 1.89567 -2.83614 3.02870
C 2.69820 -1.80901 3.51468
C 4.07636 -1.96068 3.49156
C 4.65166 -3.13112 3.01552
C 3.84182 -4.14871 2.53244
C 2.46184 -4.00089 2.52130
H 0.80007 -4.84141 4.42846
H -0.67633 -5.66055 3.92357
H -0.76611 -4.27510 5.04579
H -2.29899 -1.50033 1.75589
H -3.55414 -3.87781 2.03136
H -3.03931 -4.54952 3.58109
H -2.46103 -5.26952 2.07533
H 2.24738 -0.90491 3.89617
H 4.70175 -1.15834 3.86241
H 5.72788 -3.24534 3.01279
H 4.28281 -5.06019 2.14980
H 1.82483 -4.77972 2.12259
C 4.49716 -1.06855 -0.82009
C 3.27044 -1.02680 -1.65979
C 3.15995 -1.32072 -2.98253
C 1.92766 -1.22738 -3.65346
N 0.78105 -0.92452 -2.92690
C 0.90802 -0.62383 -1.69609
S -0.51422 -0.29585 -0.65698
N 2.10065 -0.60382 -1.01190
C 1.73555 -1.56330 -5.09626
H 5.37026 -1.28140 -1.43392
H 4.42590 -1.83201 -0.03756
H 4.65723 -0.10974 -0.31290
H 4.04965 -1.62580 -3.52066
H 2.12784 -0.26692 -0.05910
H 2.67539 -1.49571 -5.64636
H 1.01880 -0.88053 -5.55655
H 1.34117 -2.57780 -5.23168
C -3.25323 4.28747 -5.10440
C -2.12628 3.61592 -5.55676
C -1.47069 2.72499 -4.72247
C -1.93354 2.47164 -3.42973
C -3.05883 3.16701 -2.97945
C -3.71011 4.06507 -3.81228
C -1.16329 1.51631 -2.60961
C -1.59414 0.77213 -1.59748
C -2.97000 0.71331 -1.03321
C -3.99055 0.07686 -1.73328
C -5.26840 0.01374 -1.19639
C -5.53224 0.57439 0.04773
C -4.51429 1.19977 0.75379
C -3.23458 1.26953 0.21723
H -3.76540 4.98942 -5.75019
H -1.75222 3.79231 -6.55761
H -0.58195 2.21018 -5.07080
H -3.41496 3.02966 -1.96752
H -4.57543 4.60299 -3.44447
H -0.13053 1.39450 -2.91450
H -3.77566 -0.35669 -2.70282
H -6.06107 -0.47330 -1.75068
H -6.53135 0.52650 0.46302
H -4.71617 1.64589 1.71995
H -2.44073 1.78288 0.74930
*
```

Summary:
E_LUMO (spin up / spin down) ... 0.26 / 0.26 eV
Relative energy (zero: lowest compared OMol25 entry of this formula, charge and spin) ... 0.822 eV
E ... -5228.120407 hartree

Atom charges from the Mulliken analysis, given in e for atoms 1 to 4: atom 1 (Ni): 2.105, atom 2 (F): -0.219, atom 3 (C): 0.721, atom 4 (F): -0.250